1.
22
Properties=species:S:1:pos:R:3 method="wB97M-V/def2-TZVPD" relative_energy_kcal_mol=14.5 e_tot_ha=-461.73313 homo_ev=-9.2 smiles="C/C=C(/C)O.O.O.O"
C 1.16203 -1.29689 2.10021
C 0.51546 -1.95504 0.86023
C -0.63506 -1.53037 0.36236
O -1.31546 -0.39960 0.74190
C -1.39089 -2.27483 -0.71362
H 1.95241 -0.59567 1.84376
H 1.48251 -2.10190 2.75678
H 0.39599 -0.76055 2.65596
H 0.96760 -2.89932 0.61494
H -1.10751 -0.15157 1.65228
H -0.81554 -2.47671 -1.59771
H -2.28203 -1.69709 -0.97548
H -1.84335 -3.14796 -0.23247
H 1.63471 1.43853 -1.83408
H 2.47349 0.22953 -2.36782
O 2.53702 1.08312 -1.92885
H -1.12108 1.26208 -1.71899
H -0.37431 0.89985 -0.44125
O -0.38903 1.55548 -1.16737
H -0.80430 5.33273 -0.84431
H -0.34334 4.29278 0.12796
O -0.69931 5.19338 0.10558

---

2.
20
Properties=species:S:1:pos:R:3 method="wB97M-V/def2-TZVPD" relative_energy_kcal_mol=178.2 e_tot_ha=-328.03482 homo_ev=-7.0
C -1.67331 0.45689 -1.50168
O -2.47547 2.64864 -0.27142
C -1.18525 -0.25553 -0.28790
C 0.13347 -1.03836 -0.48705
C 0.94875 -1.26629 0.71747
C 1.75995 -0.22288 1.38704
N 3.20061 -0.40188 1.12292
H -2.34928 1.28259 -1.09622
H -0.92704 0.91794 -2.16285
H -2.25370 -0.26105 -2.11418
H -1.96314 -0.80976 0.23996
H -1.01922 0.59231 0.39641
H 0.75578 -0.44778 -1.18714
H -0.06850 -2.00137 -0.98016
H 0.40022 -1.96194 1.37242
H -3.09805 3.19171 0.23239
H 1.62617 -0.01778 2.45714
H 1.36979 0.75762 1.02757
H 3.56909 0.18801 0.38413
H 3.24912 -1.35106 0.75114

---

3.
9
Properties=species:S:1:pos:R:3 method="wB97M-V/def2-TZVPD" relative_energy_kcal_mol=70.4 e_tot_ha=-317.42015 homo_ev=-9.1
C -0.51124 -0.12572 -0.48683
C 0.19446 1.12060 1.16869
H -0.46870 -1.51066 -1.83830
H 1.28084 -1.23556 -0.40659
H 0.07381 1.90616 1.81635
N -1.05860 -0.46441 -1.68782
N 0.47930 -0.77537 0.04655
N 0.98433 0.16673 1.02895
O -0.97419 0.91823 0.35901

---

4.
66
Properties=species:S:1:pos:R:3 method="wB97M-V/def2-TZVPD" s2=0.754 e_tot_ha=-6650.21526 homo_ev="-13.8 / -13.9" multiplicity=2 total_charge=+2
Re -1.45209 -1.36510 -0.36088
C -0.45621 -3.99090 -2.69107
C -1.90492 -3.62283 -2.69059
C -2.76212 -4.35545 -3.53701
C -4.09734 -4.07756 -3.62118
C -4.62501 -3.04258 -2.82608
C -5.98695 -2.61964 -2.79744
Br -7.25391 -3.49386 -3.87357
C -6.39112 -1.58662 -1.99616
C -5.46974 -0.91360 -1.16362
Br -6.03869 0.48392 -0.06091
C -4.16392 -1.31245 -1.17187
O -3.20588 -0.75828 -0.37556
C -3.71649 -2.36664 -1.99698
N -2.37342 -2.63994 -1.92401
H -0.34056 -5.01541 -3.03427
H 0.00708 -3.90478 -1.71078
H 0.07231 -3.36765 -3.41452
H -2.33161 -5.14888 -4.12968
H -4.74156 -4.64031 -4.28245
H -7.42670 -1.27876 -1.98656
C 5.28080 -0.09841 -2.42994
C 4.56610 0.56367 -1.25346
C 4.57951 2.08988 -1.44424
C 5.28867 0.19190 0.05072
C 3.11995 0.12580 -1.15215
C 2.49653 -0.69261 -2.09375
C 1.18034 -1.05064 -1.93176
N 0.43172 -0.64589 -0.89183
C 1.00769 0.19212 0.02625
C 2.32473 0.56511 -0.08213
C 0.11822 0.65630 1.10786
C 0.45767 1.60128 2.04828
C -0.48308 2.03841 2.98985
C -1.75546 1.47712 2.90495
C -2.03580 0.52732 1.94535
N -1.11509 0.10653 1.06768
C -0.09485 3.07302 4.02890
C 0.42871 4.32627 3.30961
C -1.27597 3.46282 4.91399
C 1.01621 2.47031 4.90387
H 6.32036 0.22374 -2.44176
H 4.84495 0.18696 -3.38801
H 5.27736 -1.18618 -2.35075
H 5.60775 2.42343 -1.57430
H 4.17062 2.61317 -0.57983
H 4.01453 2.38752 -2.32737
H 6.34126 0.45430 -0.03968
H 5.22599 -0.87721 0.25276
H 4.89488 0.73087 0.91198
H 3.02756 -1.06327 -2.95609
H 0.68234 -1.68105 -2.65027
H 2.75697 1.20927 0.66659
H 1.45000 2.02403 2.05300
H -2.54258 1.77076 3.58122
H -3.01436 0.07779 1.85303
H -0.33254 4.76135 2.66237
H 1.31679 4.12191 2.71191
H 0.70452 5.07358 4.05249
H -2.09238 3.90036 4.33844
H -0.94851 4.21235 5.63271
H -1.65833 2.61550 5.48388
H 1.90751 2.22676 4.32524
H 0.67687 1.56838 5.41246
H 1.30592 3.19620 5.66236
F -0.81524 -2.93356 0.33471

---

5.
57
Properties=species:S:1:pos:R:3 method="wB97M-V/def2-TZVPD" relative_energy_kcal_mol=0.0 s2=2.031 e_tot_ha=-3177.02451 homo_ev="-16.9 / -16.9" multiplicity=3 total_charge=+3
V -0.37180 -0.16189 0.91808
N 1.87551 0.33878 0.69373
N 2.09625 1.10317 -0.47327
C 1.04193 1.77314 -0.98052
N 1.20336 2.69980 -1.88987
N -0.13160 1.35598 -0.44492
N -1.27843 2.12138 -0.57166
O -2.09658 1.83412 0.30050
O -1.42059 2.92624 -1.44292
H 2.20804 0.84834 1.51456
H 2.43181 -0.51096 0.62342
H 3.04328 1.37237 -0.70818
H 2.11970 3.00810 -2.18539
H 0.39158 3.13596 -2.30945
O -2.10062 -0.92232 1.00357
S -3.45435 -1.59162 1.42395
C -4.07181 -0.62441 2.81853
C -4.87691 0.52872 2.23067
C -5.66428 -0.08439 1.07741
C -4.66117 -0.89259 0.25125
H -3.21680 -0.36958 3.44429
H -4.70735 -1.32299 3.37004
H -4.21533 1.31541 1.86170
H -5.52767 0.96224 2.98850
H -6.13665 0.66870 0.44871
H -6.45259 -0.73652 1.45528
H -4.05878 -0.26269 -0.40523
H -5.09152 -1.71198 -0.32112
N -1.46997 1.94204 3.27249
C -0.49302 1.11712 3.66785
N 0.04022 0.16342 2.89906
C 1.03453 -0.54819 3.61902
C 1.77630 -1.63301 3.16366
C 2.71683 -2.20531 4.00647
C 2.91687 -1.71546 5.29564
C 2.16895 -0.65082 5.76815
C 1.23478 -0.08200 4.91418
S 0.15073 1.24238 5.25866
H -1.80241 1.96252 2.32009
H -1.77906 2.68355 3.88200
H 1.59947 -2.06392 2.18524
H 3.29363 -3.05470 3.66568
H 3.65196 -2.17834 5.93897
H 2.30728 -0.27796 6.77415
C 2.41241 -2.84827 -0.70995
Sb 0.34187 -2.55812 -0.34662
C -0.21527 -4.27503 0.75248
C -0.55093 -2.83939 -2.24254
H 2.53603 -3.81608 -1.19483
H 2.97545 -2.86505 0.22352
H 2.80325 -2.07994 -1.37628
H 0.11794 -5.14999 0.19644
H -1.29680 -4.30716 0.86567
H 0.25569 -4.26290 1.73321
H -0.26883 -3.82918 -2.59824
H -0.19526 -2.08604 -2.94172
H -1.63344 -2.78046 -2.15472